Here is a single C4H8O2 molecule from the OMol25 dataset. Energies are from ωB97M-V/def2-TZVPD.

Geometry as XYZ:
```
14
Properties=species:S:1:pos:R:3
C -0.6638 -0.7096 -0.2507
C -0.5065 0.4282 -1.2185
O 0.7745 1.0009 -0.9651
C 1.2082 0.6761 0.3478
C 0.0005 0.0578 1.0153
O 0.2899 -0.8984 2.0007
H -0.1111 -1.4710 1.3161
H -0.0943 -1.6014 -0.6060
H -1.7080 -1.0465 -0.1227
H -0.5477 0.1376 -2.2663
H -1.3039 1.1542 -1.0096
H 1.5766 1.5753 0.8543
H 2.0230 -0.0659 0.3288
H -0.7256 0.7972 1.3720
```

The SMILES is O[C@@H]1CCOC1. Its charge is 0. The frontier orbital gap is 10.82 eV.

Atom charges from the Löwdin analysis, given in e for atoms 1 to 2: C -0.1122; C -0.2222

Here is a molecular structure, C4H8O2 from the OMol25 dataset. Energies are from ωB97M-V/def2-TZVPD.

Geometry as XYZ:
```
14
Properties=species:S:1:pos:R:3
O 1.9312 1.1337 0.0352
C 1.3160 -0.1274 0.2260
C -0.1572 0.1208 0.4873
C -0.9620 0.5672 -0.7351
O -1.9954 -0.4617 -0.7434
C -0.9614 -1.1697 0.6256
H 2.8725 0.9881 -0.1176
H 1.7569 -0.6718 1.0768
H 1.4146 -0.7680 -0.6656
H -0.2542 0.8355 1.3142
H -1.4704 1.5246 -0.6189
H -0.3942 0.5731 -1.6736
H -1.6564 -1.1584 1.4721
H -1.4399 -1.3859 -0.6832
```

Its charge is 0. The frontier orbital gap is 9.34 eV.

Atom charges from the Löwdin analysis, given in e for atoms 1 to 2: O -0.0609; C -0.2612

Here is a single C4H8O2 molecule from the OMol25 dataset. Energies are from ωB97M-V/def2-TZVPD.

Geometry as XYZ:
```
14
Properties=species:S:1:pos:R:3
C 0.1759 1.6439 0.0699
C -0.4333 -0.0395 -0.4726
C -1.6399 -0.9090 -0.0007
O 0.5977 -0.2760 0.5565
C 1.7885 -0.6819 0.2107
O 2.0125 -1.4326 -0.7025
H -0.7263 2.1193 0.3821
H 0.9320 1.8203 0.9114
H 0.6530 1.9982 -0.8301
H -0.1029 -0.5075 -1.4383
H -1.2829 -1.9418 0.2024
H -2.4684 -1.0196 -0.7149
H -2.0483 -0.5300 0.9354
H 2.5425 -0.2439 0.8906
```

The SMILES is CC(C)OC=O. Its charge is 0. The frontier orbital gap is 9.93 eV.

Atom charges from the Löwdin analysis, given in e for atoms 1 to 2: C 0.0397; C -0.1590

Here is a single C4H8O2 molecule from the OMol25 dataset. Energies are from ωB97M-V/def2-TZVPD.

Geometry as XYZ:
```
14
Properties=species:S:1:pos:R:3
C -0.9684 -0.8932 -0.3600
C -1.2608 0.3678 0.3638
C 0.9828 0.8785 -0.3576
C 1.2571 -0.4240 0.3590
H -0.9510 -0.6091 -1.4017
H -1.7162 -1.6768 -0.1376
H -2.1983 0.8272 -0.0003
H -1.3248 0.2812 1.4904
H 0.8897 0.6453 -1.4540
H 1.7508 1.6736 -0.1561
H 2.2808 -0.8159 0.1049
H 1.2596 -0.2287 1.4570
O -0.3106 1.4010 0.0543
O 0.3093 -1.4270 0.0381
```

The SMILES is C1COCCO1. Its charge is 0. The frontier orbital gap is 10.61 eV.

Atom charges from the Löwdin analysis, given in e for atoms 1 to 2: C -0.1830; C -0.2044

Calculated lowest unoccupied orbital energy (eV), listed in the same order as above: 1.0, 0.7, 0.8, 1.0
Calculated maximum force (eV/Å), listed in the same order as above: 3.3, 0.4, 3.4, 2.3
Calculated HOMO (eV), listed in the same order as above: -9.9, -8.6, -9.1, -9.6